1.
84
Properties=species:S:1:pos:R:3:forces:R:3 method="wB97M-V/def2-TZVPD" fmax_ev_per_a=4.185 smiles="O=C1OC[C@@H](F)O1.O=C1OC[C@@H](F)O1.O=C1OC[C@@H](F)O1.O=C1OC[C@@H](F)O1.O=C1OC[C@@H](F)O1.O=C1OC[C@@H](F)O1.O=C1OC[C@@H](F)O1.C[N+](=O)[O-].C[N+](=O)[O-]" e_tot_ev=-97473.916 orbital_gap_ev=10.855
C 11.359 9.828 8.284 -0.17 1.19 -0.37
N 10.880 11.276 8.262 0.07 -2.15 -0.58
O 11.226 11.938 7.327 0.73 1.13 -0.96
O 10.073 11.622 9.080 -0.13 0.56 1.13
H 10.573 9.316 8.804 -0.07 -0.54 0.10
H 12.302 9.825 8.783 0.55 0.00 0.68
H 11.540 9.544 7.248 -0.44 -0.05 0.14
C 14.391 13.527 10.900 0.92 -0.91 1.74
N 14.479 12.213 10.250 1.40 0.68 -3.00
O 13.758 12.091 9.264 -0.31 -0.72 0.68
O 15.431 11.493 10.491 -0.80 0.06 0.53
H 13.831 13.315 11.792 -0.63 0.58 0.36
H 14.063 14.297 10.258 -1.05 0.33 -0.74
H 15.390 13.772 11.202 0.52 -0.03 0.27
C 9.498 6.496 12.518 1.43 -0.22 -0.90
C 10.074 7.811 13.064 -0.80 0.07 -0.68
O 9.403 8.720 12.225 0.26 1.04 0.22
C 8.799 8.122 11.174 1.59 -0.05 1.11
O 8.344 8.681 10.261 -1.23 1.89 -2.00
O 8.886 6.829 11.252 0.35 -1.67 1.20
F 11.429 7.916 12.922 -0.45 -0.12 -0.18
H 8.751 6.134 13.158 -0.98 -0.73 0.90
H 10.261 5.748 12.282 -0.13 0.15 0.42
H 9.807 8.102 14.080 0.21 -0.38 0.04
C 8.725 13.784 13.860 -0.07 -2.13 0.22
C 8.540 12.298 13.412 2.27 0.38 -1.01
O 7.227 12.245 13.062 -1.64 -0.44 0.11
C 6.537 13.313 13.581 -1.41 0.29 -0.68
O 5.379 13.566 13.364 1.73 -0.74 0.53
O 7.387 14.046 14.293 0.34 1.43 0.24
F 8.881 11.369 14.410 -0.58 0.76 -0.63
H 9.058 14.347 13.001 -0.41 0.47 -0.27
H 9.437 13.918 14.667 -0.22 -0.11 0.25
H 9.087 12.040 12.471 0.04 0.04 1.13
C 19.485 11.020 8.116 1.18 0.62 -0.98
C 18.286 10.422 8.800 -1.66 0.68 -2.15
O 18.650 10.325 10.063 1.70 -0.55 3.78
C 20.052 10.399 10.227 0.15 1.18 -0.30
O 20.677 10.279 11.240 -1.27 -0.33 -1.23
O 20.544 10.816 9.034 0.48 -0.95 1.27
F 17.876 9.141 8.385 0.48 0.80 -0.33
H 19.433 12.109 7.972 -0.56 -0.47 0.11
H 19.809 10.606 7.166 -0.42 -0.32 -0.08
H 17.439 11.122 8.699 -0.08 -0.78 0.01
C 8.915 14.327 7.517 -0.80 -1.70 0.01
C 10.296 14.863 7.391 1.09 -0.75 -0.02
O 10.782 14.798 8.719 0.96 0.43 -0.10
C 9.817 14.447 9.582 -0.65 0.25 1.32
O 9.916 14.333 10.778 0.46 0.12 -1.15
O 8.666 14.308 8.935 -0.68 0.02 -0.67
F 10.251 16.130 6.908 0.22 0.65 0.35
H 8.846 13.260 7.189 0.06 0.95 -0.04
H 8.218 14.969 6.985 -0.19 -0.10 0.24
H 11.011 14.307 6.768 -0.45 0.10 0.19
C 14.613 12.805 5.612 -0.55 -0.25 -1.02
C 14.963 14.260 5.463 2.43 -0.48 0.40
O 16.393 14.313 5.673 -0.28 -1.83 0.43
C 16.863 13.003 5.969 0.81 2.49 0.88
O 18.007 12.805 6.294 -1.71 -0.18 -0.80
O 15.852 12.154 5.955 -0.63 -0.56 -0.28
F 14.317 14.997 6.359 -0.45 0.80 1.15
H 14.178 12.442 4.650 0.67 -0.22 0.79
H 13.858 12.694 6.393 0.33 -0.26 0.14
H 14.870 14.725 4.532 -0.78 0.45 -1.62
C 7.521 10.730 8.031 0.74 0.44 0.56
C 6.578 9.532 8.160 0.38 -0.28 -0.37
O 6.983 8.690 7.060 0.10 1.27 1.10
C 8.180 9.153 6.602 -0.75 -0.97 -0.63
O 8.745 8.599 5.730 1.01 -0.39 -0.79
O 8.601 10.255 7.210 -0.50 0.01 0.31
F 5.290 9.931 7.954 0.21 -0.14 0.08
H 8.018 11.193 8.910 -0.95 -0.70 -0.27
H 7.016 11.482 7.454 -0.47 0.53 -0.15
H 6.677 8.950 9.072 -0.41 0.21 -0.07
C 15.811 7.191 12.201 -0.55 -1.03 1.37
C 15.601 7.152 10.756 0.18 0.70 -2.29
O 14.831 8.312 10.470 0.16 -0.74 -0.16
C 14.254 8.730 11.615 0.08 0.96 -0.21
O 13.571 9.700 11.701 -0.35 -0.35 0.02
O 14.639 7.954 12.626 1.22 -0.67 1.17
F 14.969 6.050 10.269 -0.56 -0.28 0.38
H 16.791 7.648 12.407 -0.66 0.44 0.31
H 15.825 6.166 12.650 -0.36 0.98 -0.25
H 16.496 7.240 10.183 0.75 0.10 -0.40

2.
19
Properties=species:S:1:pos:R:3:forces:R:3 method="wB97M-V/def2-TZVPD" fmax_ev_per_a=6.352 total_charge=-2 e_tot_ev=-13439.771 orbital_gap_ev="2.138 / 7.362" multiplicity=2 s2=0.751
C -1.850 -1.828 1.113 2.41 1.75 -2.88
C -2.882 -1.430 0.001 3.19 2.21 0.48
O -4.010 -1.453 0.368 -4.34 -0.79 0.34
O -2.451 -0.788 -1.054 0.26 -1.56 0.71
H -1.522 -2.852 0.993 0.32 -0.20 0.00
H -2.115 -1.629 2.123 -0.85 0.10 0.59
H -0.999 -1.078 0.844 -0.82 -1.77 0.93
C 2.628 1.865 0.815 -0.57 -1.24 -1.57
C 1.078 -0.074 -1.984 1.00 3.48 5.22
C 0.201 1.068 -0.231 2.94 -1.37 -0.36
C 1.612 1.236 -0.202 -0.48 1.56 -0.18
N -0.030 0.154 -1.205 -2.03 -1.53 -1.52
N 2.115 0.674 -1.309 -0.50 -2.79 -2.47
H -1.072 -0.460 -1.126 0.96 1.31 -0.71
H 1.175 -0.843 -2.721 0.10 0.03 -0.25
H -0.571 1.329 0.421 -0.86 0.37 0.96
H 3.607 1.382 0.533 -0.93 0.13 1.08
H 2.213 1.816 1.815 0.44 -0.79 0.44
H 2.872 2.908 0.806 -0.24 1.10 -0.81

3.
20
Properties=species:S:1:pos:R:3:forces:R:3 method="wB97M-V/def2-TZVPD" fmax_ev_per_a=2.901 smiles="CC(N)=O.CCC" e_tot_ev=-8933.481 orbital_gap_ev=10.681
C 0.854 1.417 -1.182 0.22 0.38 -0.43
C -0.523 1.952 -1.294 -2.79 0.54 -0.60
O -1.113 2.667 -0.496 1.20 -0.21 0.30
N -1.258 1.560 -2.395 0.79 -0.54 -0.55
H 1.378 2.145 -0.556 0.26 -0.72 0.16
H 1.314 1.373 -2.174 0.07 0.12 0.11
H -2.143 2.001 -2.571 -0.06 0.10 0.29
H -0.841 1.092 -3.186 0.05 0.08 0.22
H 0.793 0.385 -0.835 0.29 0.22 0.45
C 0.227 -0.817 1.723 0.47 1.13 -2.34
C -1.104 -1.203 1.055 -0.38 -1.31 2.26
C 1.328 -1.801 1.313 0.17 -1.22 0.44
H 0.397 0.178 1.295 0.59 0.02 0.23
H 0.218 -0.627 2.796 -0.44 -0.51 0.02
H -1.881 -0.637 1.552 -0.42 0.20 -0.09
H -1.268 -2.261 1.382 -0.29 0.56 -0.84
H 1.222 -2.257 0.317 -0.63 0.28 0.16
H 2.354 -1.438 1.249 -0.04 0.35 0.65
H -1.235 -1.064 -0.022 0.61 -0.12 0.17
H 1.281 -2.666 2.029 0.33 0.64 -0.62